Entry from the OMol25 dataset: C17H29NO5P2W as an isolated structure (ωB97M-V/def2-TZVPD).

```
55
Properties=species:S:1:pos:R:3:forces:R:3
W 0.805812 -0.728832 0.343764 0.105 -0.031 0.055
C 0.470929 2.843057 0.712126 -0.004 -0.003 -0.005
P 1.556598 1.479619 1.213475 -0.028 0.011 -0.001
C 3.227344 1.974019 0.749632 0.001 -0.003 0.000
C 1.508065 1.475536 3.043412 -0.001 0.006 -0.006
C 0.266558 0.726517 3.529635 0.000 -0.006 0.001
P 0.215134 -0.937272 2.767608 -0.012 0.006 0.012
C -1.402229 -1.623558 3.190789 0.000 0.002 0.002
C 1.403110 -1.913536 3.730667 -0.003 -0.001 0.001
H 0.883134 3.789097 1.064627 0.003 -0.001 0.001
H -0.522816 2.709019 1.138499 0.001 0.000 0.001
H 0.389666 2.878063 -0.374799 0.000 0.001 0.000
H 3.497098 2.901499 1.256166 0.000 0.000 0.000
H 3.278035 2.129738 -0.328080 0.000 0.000 0.000
H 3.932209 1.191083 1.026179 -0.002 -0.001 0.001
H 1.530084 2.501638 3.415351 0.002 -0.001 0.001
H 2.421958 0.988330 3.393817 0.002 0.001 -0.002
H -0.646914 1.250754 3.235900 -0.001 -0.003 0.000
H 0.252517 0.637403 4.617492 -0.001 0.003 0.000
H -1.567177 -1.549723 4.266458 -0.002 -0.001 0.000
H -1.448645 -2.673450 2.901465 0.002 0.000 0.000
H -2.187023 -1.079976 2.668619 0.000 0.001 -0.001
H 1.137111 -1.877467 4.787823 0.003 -0.002 0.000
H 2.416189 -1.532408 3.604833 0.001 -0.001 -0.006
H 1.379290 -2.955484 3.409266 0.003 0.001 -0.003
C -2.162362 0.877346 -6.712177 -0.001 0.000 0.000
O -1.231741 0.316594 -5.767007 0.000 -0.002 -0.003
C -1.467719 0.403281 -4.476575 0.002 0.007 0.003
C -2.613748 1.032063 -3.922937 0.002 -0.001 -0.003
C -2.764335 1.072992 -2.571532 -0.002 -0.004 0.004
C -1.801438 0.507233 -1.692706 -0.009 0.002 -0.015
C -1.966680 0.542269 -0.301470 0.018 0.018 0.017
C -3.178141 1.131841 0.346376 -0.003 -0.003 -0.004
O -1.079970 0.074650 0.509984 -0.051 0.011 0.000
C -0.665932 -0.119382 -2.279994 0.008 -0.009 0.004
O 0.253432 -0.692258 -1.495317 0.001 0.018 -0.011
C -0.503606 -0.172400 -3.642982 0.002 -0.003 -0.001
H -1.735215 0.673565 -7.687002 0.000 0.000 0.000
H -2.251101 1.952761 -6.564341 0.000 0.000 0.000
H -3.132237 0.389762 -6.623757 0.000 0.000 0.000
H -3.361564 1.472568 -4.563890 0.000 0.000 0.001
H -3.642331 1.550687 -2.159368 0.000 -0.001 0.000
H -4.082159 0.621422 0.012246 -0.001 -0.001 0.001
H -3.282333 2.185386 0.081456 0.000 -0.002 0.000
H -3.098694 1.045146 1.426527 0.001 0.000 0.001
H 0.362638 -0.648706 -4.079894 -0.001 0.001 -0.002
N 1.158223 -2.922932 -0.202583 -0.005 -0.024 -0.016
C 2.420647 -3.454520 0.349052 -0.023 0.012 0.026
C 3.274870 -2.317302 0.878314 0.044 -0.003 0.016
O 4.372610 -2.415252 1.299825 -0.035 -0.003 -0.001
O 2.599355 -1.115155 0.847142 -0.006 -0.011 -0.053
H 0.383170 -3.526479 0.052562 -0.006 0.006 0.004
H 1.190251 -2.927670 -1.220843 -0.004 -0.006 0.000
H 2.992146 -4.016017 -0.387430 0.005 0.019 -0.014
H 2.217939 -4.125175 1.183587 -0.003 -0.001 -0.006
```
Forces are in eV/Å.

Computed properties:
- net charge = +2
- energy above the lowest of the compared OMol25 structures with the same formula, charge and spin (kJ/mol) = 0.00
- energy (Ha) = -1845.535448
- HOMO (spin up / spin down) (eV) = -14.25 / -14.25